Entry 1:
Formula: C14H42BaFeO18P
Source: the Open Molecules 2025 dataset
Level of theory: ωB97M-V/def2-TZVPD

Cartesian coordinates (Å):
O -2.6891 -3.5978 4.4409
O 0.1301 3.8184 -0.5357
H -1.5656 1.6696 4.4042
O -0.9473 1.1841 -0.9121
O -2.2776 1.8528 2.6109
H -1.1959 -0.8588 2.3264
O 0.7923 1.5603 3.1853
H 3.5014 -2.3676 -3.0114
C 0.4146 4.3138 -1.8430
H -0.2502 2.9301 -0.5642
H -2.2326 -1.6073 -4.8445
Ba 2.3760 -0.6297 1.5329
C -0.0573 2.7040 3.2549
H -3.4407 -0.9635 3.7535
O -1.2746 -3.8033 0.7685
O 0.1381 2.1977 -3.0599
H 4.7877 2.2129 3.3611
O 2.3874 1.9231 0.6294
O -1.7765 -1.5902 2.6219
H -2.7907 -2.1819 5.7866
C -2.3953 -1.2850 3.8418
H 4.8333 3.7934 2.0136
C -2.1654 -2.3459 4.9043
H -4.3114 -0.8173 -4.2621
C 1.0626 3.2135 -2.7019
H 1.7308 0.1154 -3.7700
C 3.3156 -1.2935 -3.0502
H 1.0386 5.2042 -1.7557
C 2.9978 3.0812 1.1514
H -2.0943 -0.3093 4.2485
O 0.8606 -1.5852 -3.3958
O 4.5778 1.8133 2.5136
H 1.4794 2.2250 0.4654
H -0.8283 -0.0247 -3.4713
P -0.3446 -0.0335 -0.0952
Fe -2.6074 0.2180 -1.3363
H 5.0987 2.7037 0.7205
C 0.5756 -4.4497 -0.6490
O 3.2688 -0.6981 -1.7400
H -1.6466 -2.1734 -3.3309
O 1.1799 -4.8935 0.5570
O -1.7886 -0.1207 -3.3707
H -0.4826 4.6988 -2.3357
H 3.0365 3.8631 0.3844
H 0.9349 -4.9252 -1.5620
C -2.3034 -1.4233 -3.7710
H 2.3389 -0.5374 -1.5200
H -3.5671 -3.6899 4.8124
H 0.4211 3.3681 3.9792
H 1.3062 -4.1324 1.1420
H -0.2148 1.7845 -2.2455
H 1.8200 2.6565 -2.1361
H -0.1042 3.3108 2.3408
C -1.5253 2.4748 3.6601
H -1.6781 1.2510 2.1615
O -4.1457 -0.7188 -2.2529
C 2.0448 -0.9338 -3.8341
C 4.4347 2.8800 1.5692
H -1.4598 -2.9345 0.3919
H 0.8732 -3.4146 -0.8581
H 1.4776 3.5978 -3.6336
O -1.4657 -1.0528 -0.4317
H -2.0493 3.3177 4.1037
H -1.1267 -5.5713 -0.0803
H -5.1061 -0.8104 -2.2453
O -0.2165 0.1125 1.4294
H 2.3032 3.4001 1.9335
H -1.1271 -2.3998 5.2317
O 0.9195 -0.6343 -0.6668
H 0.2597 1.0275 2.5619
C -0.9229 -4.5401 -0.3820
H 2.2836 -1.0561 -4.8933
H -1.5865 -4.1945 -1.1819
H 4.0965 -0.7984 -3.6326
H 0.6971 -1.3461 -2.4734
C -3.8000 -1.3653 -3.4654
H -4.2330 -2.3687 -3.4928

Results
F_max ... 2.9 eV/Å
Charge ... +1
Energy above the lowest of the compared OMol25 structures with the same formula, charge and spin ... 29.6 kcal/mol
Frontier orbital gap (alpha / beta) ... 8.32 / 8.23 eV
Calculated total energy ... -96421.19071 eV
Multiplicity ... 5



Entry 2:
Formula: C40H44CrN4S
Source: the Open Molecules 2025 dataset
Level of theory: ωB97M-V/def2-TZVPD

Cartesian coordinates (Å):
H -0.4979 6.7678 -1.3192
H -0.3760 2.6069 -2.6109
H 6.3864 2.6876 2.2133
C 0.6444 -6.8859 -2.9974
C 1.9488 6.0524 1.7095
H 3.1917 -1.9669 0.6683
C 0.6022 -3.1090 0.5678
C -2.4660 -1.1690 -3.3368
H -3.2419 -2.9851 -1.3687
C -2.1568 -1.6681 1.3214
C 4.7481 1.0362 -0.9106
H -0.0037 5.0942 -3.1544
H 1.1880 -1.1660 -3.8202
C -2.5108 0.1731 -2.9776
H 0.6612 -7.2339 -4.0537
H 2.0380 1.0186 3.7102
H 3.5920 -0.2937 1.1304
H 2.1880 0.4519 -1.5755
H -2.2160 1.5205 0.2356
C 4.6744 2.6472 0.9084
H 2.4826 -2.3441 -3.6070
N 1.6805 1.0076 -0.8848
C -0.7919 -1.0600 1.4009
C 0.4437 -1.7041 1.0367
C 5.9809 0.5796 -0.4475
H 4.1699 3.4773 1.4004
C 1.5693 -1.9530 -3.1672
H 1.5988 3.9132 1.9106
C 1.9429 4.7096 1.2758
C -0.3852 4.7766 -2.1677
C 1.0648 -4.4219 -3.0540
C 0.1632 -5.4741 -2.8902
H 3.2982 -1.5220 2.3810
C 2.7845 5.4274 -0.8772
H -2.4095 -2.2054 2.2506
H 1.4829 -3.2001 -0.0802
C 0.9626 0.3645 1.9607
H -0.2744 -3.4289 -0.0059
C -1.0040 1.7136 0.1271
H 2.6316 1.7055 2.1669
C 1.7225 1.4034 2.7161
N -1.2645 -1.6206 -2.6900
H -2.9289 -0.9034 1.1631
H 0.7265 -3.8067 1.4111
H -3.2524 0.9289 -3.0756
N -1.4369 0.6275 -2.2865
H 4.3119 0.6334 -1.8264
C -0.4675 0.2295 1.9537
C 2.4029 4.4409 -0.0211
H -1.2084 5.9640 0.9673
C 4.0597 2.0405 -0.2011
H -2.2181 -2.3890 0.4962
H 1.6228 6.2678 2.7398
C 6.5785 1.1712 0.6736
S 2.4354 2.5097 -0.7751
C 2.9775 -1.1683 1.3882
H -1.9126 -6.0352 -2.5243
H 6.4778 -0.2383 -0.9716
H 3.0927 5.1682 -1.9076
H -1.3824 2.1940 2.0831
C -1.4226 1.2134 2.5810
H -3.5475 -4.5986 -2.0070
H -2.4564 0.8612 2.5067
C -0.7444 -2.8993 -2.7185
C -0.8369 3.0829 -0.4635
H 7.5536 0.8239 1.0191
Cr 0.2214 0.1003 -0.0859
C -3.1044 -3.6366 -2.2416
C 1.5271 -0.8160 1.3865
H 1.6749 -6.9843 -2.5987
C -1.0352 5.3098 0.1080
H 2.1227 -4.5997 -3.2451
H -3.6557 -3.2228 -3.0881
C -1.1876 -5.2354 -2.6527
H 2.3359 8.1064 1.1915
H 1.8358 -1.5083 -2.2019
H -3.0533 -1.7179 -4.0581
C -0.5297 3.4195 -1.8525
C 0.6276 -3.1056 -2.9748
C 2.3462 7.0657 0.8556
H 1.0973 2.2959 2.8933
H -1.1809 1.3949 3.6366
C 2.7547 6.7716 -0.4701
C -0.7752 -0.4613 -1.9373
C 5.9264 2.2109 1.3443
C -0.6399 5.7196 -1.1744
C -1.6786 -3.9357 -2.5558
H -0.0217 -7.5690 -2.4330
H 3.0323 7.5697 -1.1490
N -1.1938 4.0563 0.4513

Results
F_max ... 3.9 eV/Å
Charge ... -1
Frontier orbital gap (alpha / beta) ... 5.41 / 6.32 eV
Calculated total energy ... -87404.59111 eV
Multiplicity ... 4



Entry 3:
Formula: C23H26I2N9NaSe
Source: the Open Molecules 2025 dataset
Level of theory: ωB97M-V/def2-TZVPD

Cartesian coordinates (Å):
C 0.8539 -2.7311 1.5492
H 6.0639 -2.4298 1.5045
H -3.2716 1.4142 0.7023
C 3.9509 -2.5336 1.1970
H 4.3469 0.7910 -1.9556
C 3.8901 0.9887 0.1403
C -5.7087 0.0313 -0.1735
H 3.6983 -2.6030 2.2474
C 1.0296 -2.5363 -0.9335
H -0.2045 -2.6407 1.3186
H -1.5365 3.7543 -4.1721
H -2.7423 -0.9598 1.1900
H 1.1577 -1.9375 2.2340
N 0.7663 0.9431 2.8801
C 2.2442 0.6938 -1.5522
H -3.5609 -2.2351 0.3171
I -0.5647 1.2980 -4.2795
C -1.7592 1.3986 2.0794
N -1.5309 1.3271 3.3979
H 1.9628 0.5488 -2.5888
C 0.4201 1.0284 1.6067
H -3.7176 1.6128 2.3644
Se -0.7517 -2.5364 -1.3671
C -0.5998 3.3607 -3.8001
N -2.9956 1.6517 1.6641
H 3.0364 1.1602 2.1199
N 0.0033 0.9423 5.0429
C 2.8573 1.0311 1.0623
C 5.5882 -2.3445 -0.5875
C -4.1395 2.3057 -2.6489
H -0.7224 1.1235 5.7116
N 2.0717 -2.4521 -1.8011
C 1.5528 0.9096 0.6089
N 1.5883 -2.6071 0.3017
H 6.6264 -2.2776 -0.8842
C 5.2691 -2.4318 0.7706
H -6.5039 -0.4308 0.3963
H -6.7323 1.5278 -1.5130
C -4.3665 -0.2520 -0.0730
H -5.0204 2.8109 -3.0482
C 3.2910 -2.4384 -1.1338
C -4.5502 1.3110 -1.6038
N 1.2429 0.7320 -0.6777
H -4.3503 -1.4654 1.6921
H 4.8491 -2.2805 -2.6175
H 0.2536 3.8217 -4.2770
C -0.2725 1.0842 3.7302
H 0.9598 0.8689 5.3346
H 1.9128 -2.4010 -2.7927
H -3.6267 1.8285 -3.4905
C 3.5785 0.8247 -1.1951
H 1.0447 -3.7054 1.9996
C 4.6018 -2.3485 -1.5658
C -3.7235 -1.2772 0.8177
H 4.9182 1.0850 0.4638
H -3.4736 3.0799 -2.2552
C 2.9755 -2.5311 0.2162
Na -1.4255 0.5067 -0.9413
I -0.5020 3.8001 -1.7389
C -5.8278 1.0451 -1.1685
N -3.6295 0.5223 -0.9501
N -0.7956 1.2229 1.1247

Results
F_max ... 0.8 eV/Å
Charge ... 0
Energy above the lowest of the compared OMol25 structures with the same formula, charge and spin ... 19.0 kcal/mol
Frontier orbital gap ... 5.81 eV
Calculated total energy ... -123652.00373 eV



Among the records above, which one has the highest F_max?
C40H44CrN4S